ORCA calculation (ωB97M-V with the def2-TZVPD basis set) on a structure of composition C3H3HgLiO2 in a non-equilibrium geometry.

Computed properties:
- energy (Ha) = -427.03921
- Kohn-Sham gap (spin up / spin down) (hartree) = 0.20023 / 0.18610
- energy above the lowest of the compared OMol25 structures with the same formula, charge and spin (kcal per mole) = 130.6
- HOMO level (spin up / spin down) (eV) = -12.106 / -11.765

```
! wB97M-V def2-TZVPD RIJCOSX def2/J DEFGRID3
* xyz 1 2
O -0.251 2.104 -0.382
Li -1.318 3.554 -0.099
C 1.476 -0.964 -0.084
C 0.473 -0.368 0.662
O 0.673 -2.013 -0.548
C -0.448 -1.466 0.196
H 0.482 0.278 1.541
H -1.268 -1.183 -0.481
H -0.810 -2.177 0.953
Hg 0.991 2.235 -1.758
*
```